Density functional theory data (ωB97M-V/def2-TZVPD) for C30H24IN5Ru as an isolated structure in a non-equilibrium geometry.

CARTESIAN COORDINATES (ANGSTROEM)
Ru  -0.357  -0.350  0.215
C  -0.043  5.979  1.856
C  -0.559  4.677  1.348
C  -1.738  4.119  1.846
C  -2.175  2.893  1.410
C  -1.462  2.142  0.452
N  -1.892  0.889  0.084
C  -3.192  0.606  -0.173
C  -4.050  1.627  -0.626
C  -5.326  1.373  -1.057
C  -5.797  0.060  -1.113
C  -7.135  -0.240  -1.701
C  -4.979  -0.957  -0.649
C  -3.702  -0.732  -0.124
N  -2.982  -1.791  0.402
C  -3.420  -3.106  0.485
C  -2.413  -3.910  0.844
C  -1.200  -3.067  0.992
N  -1.697  -1.708  0.854
C  -0.287  2.731  -0.077
C  0.144  3.964  0.392
N  0.502  2.106  -1.067
C  1.214  2.703  -2.045
C  1.950  1.725  -2.676
C  1.627  0.538  -2.018
N  0.754  0.793  -1.052
H  -0.808  6.750  1.793
H  0.832  6.306  1.301
H  0.236  5.873  2.904
H  -2.302  4.653  2.594
H  -3.072  2.460  1.825
H  -3.651  2.629  -0.683
H  -5.951  2.190  -1.386
H  -7.772  0.639  -1.681
H  -7.627  -1.049  -1.171
H  -7.021  -0.550  -2.740
H  -5.360  -1.962  -0.712
H  -4.444  -3.374  0.321
H  -2.435  -4.969  0.996
H  -0.694  -3.197  1.958
H  1.072  4.369  0.020
H  1.141  3.749  -2.255
H  2.632  1.844  -3.492
H  1.979  -0.467  -2.189
I  1.760  0.452  2.064
C  2.859  -1.152  1.103
C  4.215  -1.216  1.224
C  4.888  -2.331  0.709
C  4.175  -3.415  0.226
C  2.791  -3.387  0.148
C  1.994  -4.525  -0.210
C  0.653  -4.488  -0.271
C  -0.102  -3.206  -0.153
C  0.759  -2.033  0.155
C  2.086  -2.168  0.473
H  4.761  -0.431  1.721
H  5.963  -2.358  0.739
H  4.697  -4.304  -0.096
H  2.517  -5.452  -0.394
H  0.082  -5.373  -0.510
H  -0.667  -3.047  -1.095

Computed properties:
* ΔE to the lowest compared entry with this formula, charge and spin: 0.783 eV
* maximum force: 0.02431 Eh/bohr
* orbital gap (spin up / spin down): 6.6 / 5.8 eV
* net charge: +1
* electronic energy: -1823.6072 Ha
* 2S+1: 6